The following is a quantum chemistry calculation of a structure of composition C44H54N6PbSSb, from OMol25.

Geometry as XYZ:
```
107
Properties=species:S:1:pos:R:3:forces:R:3:lowdin_charge:R:1
Pb 0.35848 1.49006 -0.53744 0.0 0.1 -0.1 1.250
C -0.48717 -1.88782 2.88068 0.0 0.0 0.0 -0.054
C -1.39181 -0.87297 2.17340 0.1 0.1 0.1 -0.196
C -1.46071 0.42005 2.94349 0.0 0.0 0.0 -0.196
C -2.54081 0.67241 3.77870 0.0 0.0 0.0 -0.044
C -2.59476 1.82643 4.54844 0.0 0.0 0.0 -0.073
C -1.54683 2.72800 4.49623 0.0 0.0 0.0 -0.045
C -0.43928 2.50760 3.67675 0.1 0.0 0.0 -0.175
C 0.69892 3.50204 3.71297 0.0 -0.1 0.1 -0.208
C 1.55112 3.36438 4.98149 0.0 0.0 -0.1 -0.076
C -0.40989 1.35066 2.88860 0.0 0.0 -0.1 -0.199
N 0.62413 1.15122 1.92668 0.0 -0.1 0.1 -0.049
C 1.84551 0.89435 2.26539 0.0 0.0 0.0 -0.098
C 2.88918 0.75439 1.30747 -0.1 0.0 0.0 -0.348
C 4.24969 0.49979 1.51394 0.0 0.0 0.0 -0.044
C 4.83877 0.46007 0.24904 -0.1 0.0 0.0 -0.101
C 3.80633 0.68772 -0.66965 0.0 0.0 0.1 -0.188
N 2.62922 0.86428 -0.04526 -0.1 0.1 0.2 -0.110
H -0.41138 -2.80372 2.29808 0.0 0.1 0.1 0.029
H -0.89582 -2.14786 3.85996 0.0 0.0 0.0 0.090
H 0.51938 -1.49401 3.02666 0.0 0.1 0.0 0.071
H -2.39669 -1.29071 2.08588 0.0 0.1 -0.1 0.103
H -1.02647 -0.69312 1.15742 0.0 0.0 0.0 0.063
H -3.35134 -0.04816 3.82202 0.0 0.0 0.0 0.117
H -3.44681 2.01524 5.19116 0.0 0.0 0.0 0.106
H -1.57840 3.62803 5.10170 0.0 0.0 0.0 0.118
H 0.28725 4.51279 3.67670 0.0 0.0 0.0 0.114
H 1.33758 3.37501 2.84076 0.0 0.1 0.0 0.074
H 0.92251 3.39821 5.87257 0.0 0.0 0.0 0.076
H 2.28582 4.16840 5.04867 0.0 0.0 0.0 0.077
H 2.08838 2.41362 4.99355 0.0 0.0 0.0 0.066
H 2.10387 0.76730 3.31967 0.0 0.0 0.0 0.140
H 4.73556 0.37577 2.47206 0.0 0.0 -0.1 0.106
H 5.87995 0.29236 0.01517 -0.1 0.0 0.0 0.094
H 3.87488 0.71866 -1.75019 0.0 0.0 0.1 0.097
C -0.54314 1.80462 -4.15013 0.1 0.0 0.1 -0.110
N 0.51156 2.38804 -3.31772 0.1 0.0 -0.1 -0.338
C 1.81618 1.95179 -3.81944 -0.1 0.0 0.1 -0.100
C 0.38698 3.84895 -3.32200 0.0 -0.1 0.1 -0.203
C 1.19689 4.55073 -2.24388 0.0 -0.1 0.0 -0.202
N 0.76235 4.26551 -0.87087 0.2 0.1 0.0 -0.359
C -0.51788 4.90319 -0.56885 0.0 -0.1 0.0 -0.096
C 1.79027 4.73735 0.06376 -0.1 -0.1 0.0 -0.086
H -0.47834 2.16055 -5.18891 0.0 0.0 0.0 0.096
H -1.52309 2.06888 -3.74801 0.0 0.0 0.0 0.085
H -0.45413 0.71716 -4.15338 0.0 0.0 0.0 0.044
H 1.94703 2.21018 -4.88048 0.0 0.0 0.0 0.097
H 1.89850 0.86867 -3.70869 0.0 0.0 0.0 0.067
H 2.62304 2.41259 -3.24853 0.0 0.0 0.0 0.075
H -0.67011 4.09017 -3.19997 0.0 0.0 0.0 0.110
H 0.69364 4.25894 -4.29616 0.0 0.0 0.0 0.132
H 1.15197 5.63349 -2.43363 0.0 0.0 0.0 0.132
H 2.24493 4.25804 -2.32199 0.0 0.0 0.0 0.112
H -0.46775 5.99240 -0.70026 0.0 0.0 0.0 0.099
H -0.79088 4.69192 0.46700 0.0 0.0 0.0 0.083
H -1.30842 4.50721 -1.20709 0.0 0.0 0.0 0.079
H 2.00740 5.80465 -0.07641 0.0 0.0 0.0 0.098
H 2.71036 4.16731 -0.07742 0.0 0.0 0.0 0.091
H 1.44753 4.59064 1.08745 0.0 0.0 0.0 0.065
N -6.62284 1.85316 -0.35080 0.1 0.0 0.0 0.131
C -5.27443 1.68607 -0.27976 -0.1 0.0 0.0 -0.317
C -4.59016 0.86293 -1.18639 -0.1 0.0 0.0 -0.015
C -3.22165 0.74117 -1.08271 0.1 0.1 0.1 -0.170
N -2.48130 1.36899 -0.15953 -0.2 0.0 0.1 -0.037
C -3.14286 2.14572 0.70880 0.2 0.0 0.0 -0.152
C -4.50604 2.33846 0.69180 0.0 0.0 0.1 -0.007
H -7.17149 1.31417 -0.99331 0.0 0.0 0.0 0.103
H -7.10566 2.42323 0.31735 0.0 0.0 0.0 0.104
H -5.12930 0.33271 -1.96319 0.0 0.0 0.0 0.112
H -2.67407 0.11000 -1.77937 0.0 0.0 0.0 0.069
H -2.53941 2.62894 1.47539 -0.1 0.0 -0.1 0.103
H -4.97507 2.97546 1.43268 0.0 0.0 0.0 0.115
S 0.08584 -0.97904 -1.93900 -0.1 -0.3 -0.1 0.016
Sb 0.49614 -3.09407 -1.17044 -0.1 0.0 -0.3 1.334
C 0.37410 -4.31817 -2.88823 0.0 0.0 0.1 -0.350
C 0.36245 -5.70424 -2.74648 0.0 0.0 0.0 -0.117
C 0.21505 -6.50709 -3.86838 0.0 0.0 0.0 -0.075
C 0.07953 -5.92646 -5.12330 0.0 0.0 0.0 -0.071
C 0.08854 -4.54489 -5.26008 0.0 0.0 0.0 -0.072
C 0.23395 -3.73328 -4.14078 0.0 -0.1 0.0 -0.134
C 2.40087 -3.31095 -0.30790 -0.1 0.0 0.0 -0.343
C 2.61637 -3.90593 0.93238 0.1 0.1 -0.1 -0.112
C 3.91681 -4.04372 1.40165 0.0 0.0 0.0 -0.068
C 4.98368 -3.58263 0.64157 0.0 0.0 0.0 -0.063
C 4.75910 -2.96733 -0.58285 0.0 0.0 0.0 -0.075
C 3.46624 -2.83125 -1.06538 0.0 0.0 0.1 -0.128
C -1.10018 -3.75075 0.04343 0.1 0.1 0.0 -0.355
C -2.32746 -3.14800 -0.21955 0.0 0.0 0.1 -0.137
C -3.43212 -3.47121 0.55606 0.0 0.0 0.0 -0.073
C -3.30767 -4.38206 1.59716 0.0 0.0 0.0 -0.062
C -2.08703 -4.99573 1.84566 0.0 -0.1 -0.1 -0.069
C -0.97912 -4.68661 1.06729 -0.2 -0.2 -0.2 -0.144
H 0.46618 -6.16549 -1.76927 0.0 0.0 0.0 0.102
H 0.20297 -7.58426 -3.76318 0.0 0.0 0.0 0.109
H -0.03479 -6.55566 -5.99747 0.0 0.0 0.0 0.110
H -0.02203 -4.09512 -6.23892 0.0 0.0 0.0 0.108
H 0.23238 -2.65409 -4.23966 0.0 0.0 0.0 0.060
H 1.79475 -4.24911 1.54332 0.0 0.0 0.0 0.078
H 4.09203 -4.51014 2.36289 0.0 0.0 0.0 0.110
H 5.99608 -3.69970 1.00881 0.0 0.0 0.0 0.111
H 5.59008 -2.58808 -1.16382 0.0 0.0 0.0 0.113
H 3.29150 -2.33544 -2.01407 0.0 0.0 0.0 0.100
H -2.41629 -2.41352 -1.01335 0.0 0.0 0.0 0.074
H -4.38736 -3.00449 0.34977 0.0 0.0 0.0 0.111
H -4.16378 -4.61513 2.21675 0.0 0.0 0.0 0.111
H -1.99264 -5.71650 2.64798 0.0 0.0 0.0 0.113
H -0.04308 -5.19426 1.25931 0.0 0.0 0.0 0.093
```
Forces are in eV/Å.

## Properties
2S+1: 1
net charge: +1

---

The following is a quantum chemistry calculation of a structure of composition C49H48AsCl2N4S5Sc, from OMol25.

Geometry as XYZ:
```
110
Properties=species:S:1:pos:R:3:forces:R:3:lowdin_charge:R:1
Sc -0.10240 -0.76730 -0.24020 -0.5 0.2 0.5 0.404
S -0.19411 3.96394 -0.16586 0.0 0.0 0.1 0.371
C -0.02195 2.31606 -0.03679 0.1 0.0 -0.1 -1.777
S -0.91615 1.33716 1.07334 0.2 -0.2 0.0 0.543
S 1.06290 1.39950 -1.04608 -0.1 0.0 -0.1 0.458
S -1.00437 -3.29008 -0.15535 0.1 0.0 -0.1 0.593
C -1.62583 -2.55553 1.30238 0.0 0.0 0.0 -0.733
N -1.26009 -3.07944 2.53749 0.0 0.0 0.0 -0.129
C -1.93718 -2.70181 3.75849 0.0 0.0 0.0 -0.140
C -3.21571 -1.95550 3.45524 0.0 0.0 0.0 -0.154
N -2.90408 -0.90867 2.50346 0.0 0.0 0.0 -0.143
C -3.85275 0.19025 2.47813 0.0 0.0 0.0 -0.197
C -3.85819 0.91430 3.80340 0.0 0.0 0.0 -0.208
C -5.01374 1.00734 4.56897 0.0 0.0 0.0 -0.060
C -5.01211 1.67041 5.79179 0.0 0.0 0.0 -0.112
C -3.84315 2.24688 6.26225 0.0 0.0 0.0 -0.119
C -2.68122 2.15960 5.50166 0.0 0.0 0.0 -0.084
C -2.68612 1.49942 4.28382 0.0 0.0 0.0 -0.026
C -2.47102 -1.46853 1.25575 0.1 0.0 -0.1 -0.620
S -3.36011 -1.08849 -0.21888 0.0 0.0 0.0 0.855
C -0.07413 -3.87027 2.73186 0.0 0.0 0.0 -0.189
C -0.37441 -5.29025 3.15298 0.0 0.0 0.0 -0.189
C 0.23171 -5.85634 4.26728 0.0 0.0 0.0 -0.046
C -0.03820 -7.16936 4.63632 0.0 0.0 0.0 -0.107
C -0.92666 -7.92888 3.89091 0.0 0.0 0.0 -0.121
C -1.54046 -7.36797 2.77555 0.0 0.0 0.0 -0.093
C -1.26763 -6.05977 2.40925 0.0 0.0 0.0 -0.024
H -1.28462 -2.06240 4.37014 0.0 0.0 0.0 0.121
H -2.15314 -3.60720 4.34273 0.0 0.0 0.0 0.123
H -3.59716 -1.51450 4.37761 0.0 0.0 0.0 0.119
H -3.98153 -2.64458 3.05984 0.0 0.0 0.0 0.133
H -4.87636 -0.14476 2.24046 0.0 0.0 0.0 0.117
H -3.54711 0.87405 1.68618 0.0 0.0 0.0 0.060
H -5.92642 0.55005 4.20107 0.0 0.0 0.0 0.104
H -5.92351 1.73112 6.37553 0.0 0.0 0.0 0.088
H -3.83457 2.76433 7.21447 0.0 0.0 0.0 0.087
H -1.76498 2.61691 5.85553 0.0 0.0 0.0 0.098
H -1.78655 1.44092 3.68227 0.0 0.0 0.0 0.067
H 0.55929 -3.39109 3.48882 0.0 0.0 0.0 0.110
H 0.46790 -3.88140 1.78488 0.0 0.0 0.0 0.036
H 0.92250 -5.25707 4.85123 0.0 0.0 0.0 0.106
H 0.44209 -7.59422 5.51002 0.0 0.0 0.0 0.091
H -1.14290 -8.95174 4.17595 0.0 0.0 0.0 0.087
H -2.23352 -7.95705 2.18653 0.0 0.0 0.0 0.094
H -1.73458 -5.61378 1.53806 0.0 0.0 0.0 0.094
Cl -4.47167 1.73253 -1.21713 0.0 0.0 0.0 0.629
C -3.24962 1.37396 -2.41518 0.0 0.0 0.0 -0.579
C -3.24978 2.19104 -3.53413 0.0 0.0 0.0 -0.151
C -2.28314 2.07933 -4.51792 0.0 0.0 0.0 -0.124
C -1.29421 1.11398 -4.36244 0.0 0.0 0.0 -0.130
C -1.32358 0.29873 -3.26085 0.0 0.0 0.0 -0.567
Cl -0.10402 -0.94855 -3.11914 0.1 -0.1 -0.2 0.763
C -2.27639 0.36356 -2.20406 -0.1 0.0 0.0 -0.447
N -2.09607 -0.51550 -1.20014 0.3 0.1 0.0 -0.498
H -4.01440 2.95444 -3.59877 0.0 0.0 0.0 0.087
H -2.28327 2.74453 -5.37071 0.0 0.0 0.0 0.084
H -0.50198 0.99116 -5.08930 0.0 0.0 0.0 0.096
C 8.31202 -3.43130 2.83619 0.0 0.0 0.0 -0.066
C 6.97178 -3.35859 2.15464 0.0 0.0 0.0 -0.285
C 6.86131 -3.35499 0.77359 0.0 0.0 0.0 -0.037
C 5.63443 -3.25955 0.11595 0.0 -0.1 0.0 -0.269
C 5.69149 -3.40082 -1.38780 0.0 0.0 0.0 -0.049
C 4.45021 -3.11880 0.86881 0.0 0.0 0.0 -0.264
As 2.57539 -3.01884 0.13386 0.1 -0.1 0.0 1.320
N 1.70237 -1.54286 0.84722 0.1 0.1 -0.1 -0.319
C 2.09263 -0.91157 2.02344 -0.1 0.1 -0.1 -0.414
C 1.10687 -0.62224 2.99026 0.0 0.0 0.0 -0.085
C 1.40941 -0.00064 4.18703 0.0 0.0 0.0 -0.097
C 2.71968 0.35368 4.49342 0.0 0.0 0.0 -0.126
C 3.70630 0.09046 3.55375 0.0 0.1 -0.1 -0.112
C 3.40437 -0.51636 2.34315 0.0 0.4 -0.2 -0.086
C 2.85736 -2.36017 -1.71095 0.0 0.0 0.0 -0.323
C 3.44417 -1.12946 -2.03750 0.0 0.0 0.0 -0.305
C 4.09476 -0.25166 -1.00842 0.0 0.0 0.0 -0.074
C 3.49301 -0.72969 -3.37117 0.0 0.0 0.0 -0.028
C 3.01111 -1.53000 -4.39285 0.0 0.0 0.0 -0.299
C 3.02840 -1.06379 -5.82285 0.0 0.0 0.0 -0.056
C 2.47246 -2.76579 -4.06095 0.0 0.0 0.0 -0.064
C 2.37326 -3.18693 -2.74006 0.0 0.0 0.0 -0.331
C 1.74341 -4.53203 -2.46667 0.0 0.0 0.0 -0.095
C 4.55165 -3.25149 2.26617 0.0 0.0 0.1 -0.288
C 3.34721 -3.33607 3.16725 0.0 -0.2 0.2 -0.067
C 5.79534 -3.34207 2.88261 0.0 0.0 0.0 -0.027
H 9.12357 -3.38065 2.10922 0.0 0.0 0.0 0.065
H 8.42292 -4.36158 3.39883 0.0 0.0 0.0 0.073
H 8.44009 -2.60754 3.54153 0.0 0.0 0.0 0.074
H 7.76284 -3.44107 0.17352 0.0 0.0 0.0 0.103
H 6.66473 -3.80628 -1.66992 0.0 0.0 0.0 0.070
H 5.55790 -2.45641 -1.91176 0.0 0.0 0.0 0.071
H 4.92465 -4.07738 -1.76239 0.0 0.0 0.0 0.074
H 0.07991 -0.89627 2.77910 0.0 0.0 0.0 0.069
H 0.60712 0.20787 4.88749 0.0 0.0 0.0 0.093
H 2.96064 0.83690 5.43252 0.0 0.0 0.0 0.081
H 4.73573 0.36754 3.75611 0.0 0.0 0.0 0.095
H 4.20439 -0.70377 1.64398 0.0 0.1 0.0 0.085
H 4.83273 -0.81542 -0.43363 0.0 0.0 0.0 0.061
H 3.36089 0.14781 -0.31192 -0.1 0.0 0.0 0.019
H 4.59830 0.58763 -1.48895 0.0 0.0 0.0 0.083
H 3.91212 0.24337 -3.60603 0.0 0.0 0.0 0.115
H 3.37157 -0.03156 -5.89345 0.0 0.0 0.0 0.070
H 2.02650 -1.11617 -6.25492 0.0 0.0 0.0 0.076
H 3.68570 -1.68434 -6.43760 0.0 0.0 0.0 0.072
H 2.07705 -3.40290 -4.84687 0.0 0.0 0.0 0.112
H 1.42693 -4.99268 -3.40370 0.0 0.0 0.0 0.070
H 0.87411 -4.44132 -1.81319 0.0 0.0 0.0 0.014
H 2.43818 -5.21208 -1.96813 0.0 0.0 0.0 0.065
H 2.43992 -3.54716 2.60972 0.0 0.0 0.0 0.012
H 3.18749 -2.40429 3.71515 0.0 -0.3 0.0 0.073
H 3.48651 -4.14450 3.88914 0.0 -0.1 0.0 0.084
H 5.83035 -3.40762 3.96697 0.0 0.0 0.0 0.119
```
Forces are in eV/Å.

## Properties
2S+1: 1
relative energy (zero: lowest compared OMol25 entry of this formula, charge and spin): 15.46 kcal per mole
net charge: -2

---

The following is a quantum chemistry calculation of a cluster of 12 separate species, C4H31NO12S in total, from OMol25.

Geometry as XYZ:
```
49
Properties=species:S:1:pos:R:3:forces:R:3:lowdin_charge:R:1
C 2.93924 1.23227 -1.33016 -1.0 -0.1 0.6 -0.038
C 1.61421 1.92328 -0.91005 0.8 -0.8 -0.5 -0.417
C 1.44775 1.80322 0.59746 -1.2 0.3 0.1 -0.563
S 2.58731 2.73445 1.62324 0.2 -0.1 0.0 0.752
N 0.50685 1.17980 -1.51670 -0.1 1.2 -0.5 0.084
C -0.49989 1.87419 -2.11668 -0.4 0.0 1.9 -0.289
O -0.46033 3.09109 -2.24729 0.3 -0.2 -0.9 -0.028
H 3.06905 1.03830 -2.39465 -0.1 0.6 0.0 0.087
H 2.83556 0.22638 -0.88638 0.6 0.2 0.2 0.064
H 3.75611 1.80238 -0.89059 0.3 -0.4 -0.2 0.063
H 1.58695 2.97141 -1.18564 -0.1 -0.1 -0.4 0.130
H 0.46778 2.21087 0.92186 0.3 -0.2 -0.4 0.072
H 1.39062 0.73753 0.79763 0.3 -0.1 0.6 0.057
H 3.65100 1.97123 1.38511 0.3 0.0 0.1 -0.152
H 0.46993 0.19156 -1.31176 -0.5 -0.1 -0.2 0.122
H -1.45475 1.34140 -2.20667 0.4 -0.3 -0.7 0.117
O 2.38475 -3.50038 0.76103 0.1 -0.3 -0.3 -0.056
H 2.77382 -3.44831 -0.15290 -0.4 0.1 0.5 0.036
H 3.05273 -3.19430 1.36633 0.5 0.0 0.3 0.054
O -1.54321 -3.64018 1.43196 -0.2 0.5 -0.6 -0.068
H -0.88872 -3.94890 2.05153 0.3 -0.3 0.4 0.040
H -1.02820 -2.96161 0.92670 -0.1 -0.9 0.6 -0.016
O -0.36260 -2.66478 -1.86387 -0.3 -0.2 0.2 -0.076
H -0.49116 -2.75746 -0.89127 0.4 0.3 -1.1 0.012
H -1.03519 -2.01344 -2.12094 0.3 -0.1 0.1 0.003
O -2.02809 0.58712 2.34089 1.2 0.6 1.4 -0.062
H -2.52189 -0.23954 2.38480 -0.4 0.4 -1.3 0.034
H -2.06609 1.12724 1.53981 -0.8 -0.5 -0.4 0.020
O 0.35214 -0.59406 2.89051 0.4 -0.1 -0.1 -0.067
H 0.56281 -0.73756 3.81702 -0.3 0.2 -0.1 0.062
H -0.43727 -0.02615 2.79972 -0.2 0.3 0.4 0.006
O -1.37639 4.62791 -0.37634 -0.2 0.6 0.2 -0.044
H -0.50875 4.57530 0.03471 0.1 0.0 -0.2 0.060
H -1.24512 4.39791 -1.31276 0.3 -0.1 0.1 0.037
O -2.47222 -0.70659 -1.85143 -0.9 -0.3 -0.2 -0.064
H -3.02651 -0.12291 -1.31631 0.3 0.3 0.3 0.048
H -3.14801 -1.35297 -2.11975 0.4 0.0 -0.1 0.076
O -3.13732 -1.48243 0.93108 -0.9 0.8 0.0 -0.045
H -3.38656 -2.23184 1.46972 0.3 -0.6 0.0 0.049
H -2.27696 -1.66616 0.56205 0.1 -0.2 -0.1 0.001
O 0.30710 -1.90119 0.55771 -1.0 1.1 0.4 -0.125
H -0.03215 -1.41122 1.35499 1.3 -0.6 -0.5 0.035
H 1.11298 -2.41707 0.79180 -0.1 0.0 0.1 0.017
O 2.71085 -2.68875 -1.69605 -0.2 -0.2 -0.5 -0.039
H 2.64880 -1.79002 -1.37314 0.1 0.4 0.1 0.020
H 1.81155 -2.83030 -2.03993 -0.1 -0.1 0.0 0.046
O -2.83188 2.52984 0.10763 0.6 -0.1 -0.1 -0.091
H -2.26264 3.34739 -0.04944 -0.6 -0.6 0.3 -0.006
H -3.51796 2.80605 0.71544 -0.2 0.1 0.1 0.039
```
Forces are in eV/Å.

## Properties
SMILES: C[C@H](CS)NC=O.O.O.O.O.O.O.O.O.O.O.O
2S+1: 1
relative energy (zero: lowest compared OMol25 entry of this formula, charge and spin): 36.84 kcal per mole

---

Total energy
In order: -2868.7009; -8023.0666; -1526.8552
Unit: hartree
Frontier orbital gap
In order: 7.85; 5.43; 9.53
Unit: eV
Max |F|
In order: 0.4; 0.7; 2.0
Unit: eV/A